Record 1
16
Properties=species:S:1:pos:R:3 method="wB97M-V/def2-TZVPD" charge=-1 largest_force_ev_per_a=1.3 relative_energy_kj_mol=203.5 s2=0.75 spin_multiplicity=2 homo_lumo_gap_ev="3.159 / 6.823" homo_ha="0.0425 / -0.1065"
C -0.2310 -0.1059 2.2927
C -0.5083 0.9450 1.4300
N -1.5306 1.8643 1.6237
H -0.8472 -0.9594 2.5616
H 0.8345 -0.3168 2.3852
H 0.2114 1.1082 0.6398
H -1.6635 2.2753 2.5472
H -1.8325 2.3955 0.8248
C 1.7799 -0.3292 -1.8136
C 0.8403 -1.2640 -1.5980
N -0.4938 -1.1617 -1.8546
H 1.5955 0.4842 -2.5131
H 2.6845 -0.3699 -1.2223
H 1.1311 -2.2220 -1.1919
H -0.9470 -0.3333 -2.1975
H -1.0232 -2.0105 -1.9139

Record 2
16
Properties=species:S:1:pos:R:3 method="wB97M-V/def2-TZVPD" largest_force_ev_per_a=5.4 relative_energy_kj_mol=500.8 homo_lumo_gap_ev=9.361 homo_ha=-0.3229
C 0.3967 1.9937 -0.4123
C 0.7035 0.5956 -0.6629
C 0.0871 -1.7916 -0.2630
C -0.9104 -0.1383 1.1355
H -0.7492 2.0716 -0.6137
H 0.8071 2.4545 0.5010
H 0.7617 2.5860 -1.3782
H 1.7776 0.3578 -0.4393
H 0.6235 0.4301 -1.8009
H 1.3988 -2.0588 0.2942
H -0.9673 -2.4135 0.4096
H -0.0130 -1.7314 -1.6756
H -0.9730 0.9033 1.3767
H -1.2907 -1.9415 1.6693
N -0.1925 -0.3336 -0.0060
N -1.4599 -0.9839 1.8657

Record 3
16
Properties=species:S:1:pos:R:3 method="wB97M-V/def2-TZVPD" smiles=CC1(C)CN1N largest_force_ev_per_a=2.9 relative_energy_kj_mol=301.8 homo_lumo_gap_ev=9.490 homo_ha=-0.3072
C 1.5074 0.7570 -0.7279
C 0.2965 0.1449 -0.0466
C 0.7746 -1.1089 0.6712
C -0.7286 0.9804 0.7120
N -1.0564 0.4446 -0.6339
N -1.9055 -0.6901 -0.7563
H 1.3400 1.8080 -1.0807
H 1.7436 -0.0829 -1.3497
H 2.2718 0.8633 0.0574
H 0.8512 -1.9338 -0.0338
H 0.1248 -1.4700 1.4840
H 1.7449 -1.1019 1.3004
H -1.1009 0.5200 1.6113
H -0.8183 2.1069 0.7270
H -2.2709 -0.7877 -1.7040
H -2.7741 -0.4498 -0.2307

Record 4
16
Properties=species:S:1:pos:R:3 method="wB97M-V/def2-TZVPD" largest_force_ev_per_a=5.2 relative_energy_kj_mol=803.6 homo_lumo_gap_ev=9.913 homo_ha=-0.3404
C -1.5616 1.0659 1.0656
C 0.0834 0.8332 0.8568
C 0.5205 -0.7030 0.4157
C 0.3497 -0.8230 -1.0869
H -2.5349 0.5753 0.0230
H -1.1887 2.3641 0.9122
H -2.1121 0.7848 2.4824
H 0.5548 0.9303 1.9293
H 0.5280 1.6708 -0.0991
H -0.0441 -1.4986 0.9945
H 1.6923 -0.6514 0.7711
H 1.8540 -0.7500 -2.7010
H 2.6701 -1.4337 -1.2530
H -1.7406 -0.7076 -0.9738
N 1.8246 -0.9337 -1.6966
N -0.8953 -0.7237 -1.6402